[1]
{"formula": "C4H11N2", "method": "wB97M-V/def2-TZVPD", "s_squared": 0.7654, "de_lowest_kcal_mol": 77.8, "homo_lumo_gap_ev": [11.1, 5.5], "max_force_ha_per_bohr": 0.0729, "total_charge": 2, "spin_multiplicity": 2, "total_energy_ha": -267.7010, "elements": ["C", "C", "C", "N", "C", "N", "H", "H", "H", "H", "H", "H", "H", "H", "H", "H", "H"], "coordinates": [[-0.398, -1.682, -1.421], [0.992, -1.394, -0.709], [0.954, -0.269, 0.333], [-1.129, 2.556, 1.199], [-0.514, 1.386, 1.342], [-0.216, 0.617, 0.310], [-0.632, -0.763, -1.948], [-0.370, -2.516, -2.119], [-1.029, -2.046, -0.587], [1.649, -1.027, -1.521], [1.444, -2.265, -0.246], [1.787, 0.412, 0.015], [1.011, -0.761, 1.309], [-1.750, 2.911, 1.926], [-0.797, 3.147, 0.435], [-0.503, 0.971, 2.350], [-0.498, 0.721, -0.668]], "forces_ev_per_a": [[0.909, 0.026, 0.632], [-0.207, 0.733, -0.330], [-2.236, -1.734, 0.392], [1.544, -1.501, -0.258], [-3.036, 1.715, 1.024], [3.122, -1.384, -1.545], [-0.914, -0.211, -0.079], [0.477, 0.206, -0.197], [-0.266, 0.707, -0.137], [0.077, -0.676, -0.412], [0.336, 0.020, 0.008], [0.391, -0.094, 0.406], [0.676, 0.884, 0.292], [0.454, 0.392, 0.179], [-0.980, 0.182, -0.216], [0.364, -0.247, -0.113], [-0.710, 0.984, 0.353]]}



[2]
{"formula": "C11H16F6N4O4S7V", "method": "wB97M-V/def2-TZVPD", "s_squared": 2.0536, "de_lowest_kcal_mol": 1.8, "homo_lumo_gap_ev": [5.5, 6.6], "max_force_ha_per_bohr": 0.0667, "total_charge": 1, "spin_multiplicity": 3, "total_energy_ha": -5278.9377, "elements": ["V", "F", "C", "F", "F", "S", "O", "O", "N", "S", "O", "O", "C", "F", "F", "F", "C", "N", "C", "C", "N", "N", "C", "C", "H", "H", "H", "H", "H", "H", "H", "H", "H", "H", "H", "H", "H", "C", "S", "C", "C", "S", "S", "C", "S", "S", "H", "H", "H"], "coordinates": [[1.119, -0.255, 0.093], [1.990, -4.227, -1.000], [0.714, -4.169, -1.524], [0.678, -4.963, -2.620], [-0.119, -4.685, -0.605], [0.234, -2.315, -1.932], [-0.244, -1.595, -0.668], [-0.787, -2.499, -2.937], [1.482, -1.750, -2.759], [2.559, -0.894, -1.942], [1.931, 0.481, -1.740], [2.732, -1.564, -0.588], [4.105, -0.680, -3.055], [3.702, -0.109, -4.218], [4.991, 0.127, -2.416], [4.704, -1.871, -3.263], [-2.491, -0.613, 0.761], [-2.485, 0.186, -0.449], [-3.030, -0.656, -1.575], [-1.469, 1.074, -0.694], [-0.376, 1.179, 0.138], [-1.595, 1.949, -1.740], [-2.902, 2.297, -2.316], [-0.468, 2.704, -2.326], [-3.526, -0.813, 1.029], [-2.103, -0.024, 1.610], [-1.948, -1.581, 0.661], [-2.674, -1.639, -1.470], [-2.772, -0.298, -2.610], [-4.136, -0.663, -1.384], [-0.061, 2.184, 0.134], [-3.720, 1.944, -1.618], [-3.000, 1.878, -3.312], [-2.947, 3.403, -2.463], [-0.372, 3.694, -1.848], [-0.723, 2.911, -3.351], [0.459, 2.196, -2.191], [1.951, 2.504, 5.620], [0.999, 2.747, 4.096], [0.592, 1.081, 4.010], [1.126, 0.153, 3.155], [2.223, 0.502, 1.943], [0.596, -1.489, 3.452], [-0.320, -1.225, 4.861], [-0.863, -2.465, 5.756], [-0.276, 0.468, 5.329], [2.019, 3.458, 6.180], [3.000, 2.162, 5.451], [1.501, 1.760, 6.335]], "forces_ev_per_a": [[-1.160, 2.188, 1.814], [-1.843, 0.424, -0.922], [1.317, -1.555, 1.007], [-0.070, 1.835, 1.248], [0.442, 0.956, -0.877], [-1.940, -1.786, -2.196], [2.303, -1.161, -1.930], [0.493, 0.267, 1.510], [1.559, 0.644, 0.758], [-2.885, -0.626, 1.182], [1.749, -1.655, 0.573], [0.676, 1.749, -1.984], [1.974, 0.202, -1.018], [0.427, -1.047, 2.041], [-1.766, -1.020, -0.712], [-1.354, 1.555, 0.264], [0.140, 0.189, 1.284], [1.412, -0.497, -1.482], [-1.558, 2.220, -0.113], [0.240, 0.858, -0.045], [-0.335, 0.345, -1.032], [-0.200, -0.670, 0.560], [-0.513, 0.361, 0.815], [-0.976, 0.729, 1.219], [-0.115, -0.194, -0.187], [0.122, -0.317, -0.440], [-0.450, 0.810, 0.123], [0.526, -1.218, 0.167], [-0.320, -0.134, 1.289], [0.907, -0.085, -0.695], [-0.132, -1.494, 0.028], [0.915, 0.529, -1.024], [-0.214, -0.315, -0.073], [-0.026, -0.760, 0.443], [-0.099, -0.252, 0.006], [0.196, -0.266, -0.498], [0.506, -0.487, -0.234], [1.171, 0.194, 1.682], [0.432, 0.514, 0.407], [0.962, -1.441, -1.243], [-2.363, 0.565, 1.675], [1.710, -0.071, -2.263], [0.646, -0.274, -1.168], [0.333, 0.359, 1.051], [-0.456, 0.070, 0.007], [-1.659, -1.055, 0.675], [-0.118, -0.377, -0.470], [-0.853, 0.267, -0.271], [0.247, 0.930, -0.947]]}



[3]
{"formula": "C19H29NO10P2RhS", "method": "wB97M-V/def2-TZVPD", "s_squared": 6.0491, "homo_lumo_gap_ev": [8.0, 6.6], "max_force_ha_per_bohr": 0.0231, "total_charge": -1, "spin_multiplicity": 5, "total_energy_ha": -2740.3909, "elements": ["Rh", "O", "P", "O", "O", "O", "P", "O", "O", "O", "H", "H", "C", "C", "C", "C", "C", "C", "C", "C", "N", "C", "C", "C", "C", "C", "C", "C", "C", "C", "C", "H", "H", "H", "H", "H", "H", "H", "H", "H", "H", "H", "H", "H", "H", "H", "H", "H", "H", "H", "H", "H", "H", "H", "H", "C", "S", "O", "O", "O", "H", "H", "H"], "coordinates": [[0.066, 0.258, 0.542], [-3.735, 2.031, -0.530], [-3.196, 0.593, -0.051], [-4.191, -0.453, -0.316], [-1.790, 0.407, -0.599], [-3.061, 0.770, 1.584], [-2.135, 1.778, 2.439], [-2.617, 3.246, 1.918], [-2.439, 1.627, 3.873], [-0.692, 1.641, 1.985], [-3.145, 2.732, -0.213], [-2.995, 3.692, 2.689], [0.430, -1.552, -4.217], [0.426, -2.407, -2.976], [0.594, -3.792, -3.065], [0.527, -4.599, -1.930], [0.657, -6.097, -2.041], [0.314, -4.022, -0.694], [0.184, -2.616, -0.543], [0.231, -1.841, -1.738], [-0.029, -1.962, 0.613], [-0.314, -2.614, 1.884], [-0.544, -1.527, 2.944], [-0.872, -2.124, 4.311], [0.293, -3.001, 4.772], [0.524, -4.101, 3.734], [-0.743, -4.954, 3.599], [-1.917, -4.071, 3.160], [-2.144, -2.964, 4.192], [-1.609, -3.451, 1.795], [0.868, -3.478, 2.377], [0.269, -2.159, -5.107], [1.385, -1.036, -4.330], [-0.353, -0.796, -4.158], [0.751, -4.247, -4.036], [0.864, -6.400, -3.066], [-0.265, -6.586, -1.722], [1.461, -6.468, -1.404], [0.243, -4.683, 0.156], [0.016, -0.780, -1.661], [-1.386, -0.913, 2.631], [0.348, -0.900, 3.019], [-1.038, -1.303, 5.011], [0.073, -3.445, 5.748], [1.198, -2.395, 4.878], [1.357, -4.738, 4.049], [-0.974, -5.428, 4.558], [-0.581, -5.753, 2.866], [-2.820, -4.682, 3.071], [-2.405, -3.400, 5.161], [-2.972, -2.324, 3.878], [-2.422, -2.792, 1.476], [-1.516, -4.239, 1.045], [1.109, -4.272, 1.668], [1.750, -2.835, 2.458], [3.491, 0.330, -1.463], [2.694, 1.089, -0.038], [1.414, 1.617, -0.585], [3.599, 2.096, 0.446], [2.414, -0.012, 0.899], [3.967, 1.124, -2.031], [2.711, -0.156, -2.042], [4.217, -0.399, -1.113]], "forces_ev_per_a": [[-0.806, 0.367, 0.092], [0.116, 0.030, 0.124], [0.075, -0.385, 0.041], [-0.161, 0.033, -0.016], [0.013, 0.185, 0.178], [0.267, 0.237, -0.317], [0.012, -0.004, 0.254], [0.016, -0.061, 0.221], [-0.071, 0.007, 0.014], [0.148, -0.280, -0.273], [-0.150, -0.022, -0.026], [-0.013, -0.054, -0.245], [0.037, -0.017, 0.125], [0.026, -0.036, -0.154], [-0.026, 0.129, 0.080], [0.020, -0.043, 0.018], [-0.017, 0.037, 0.041], [0.031, -0.223, -0.071], [-0.163, -0.210, -0.185], [-0.015, 0.101, 0.294], [0.105, 0.219, -0.094], [0.018, -0.377, 0.197], [0.070, 0.002, -0.088], [-0.025, -0.021, 0.043], [-0.013, -0.006, -0.046], [0.032, -0.048, 0.063], [-0.010, 0.085, -0.016], [-0.042, -0.058, 0.028], [0.018, 0.013, -0.034], [-0.007, 0.027, -0.048], [0.042, -0.002, -0.011], [-0.022, 0.018, -0.018], [-0.001, 0.023, -0.010], [0.013, 0.010, -0.030], [-0.013, -0.014, -0.009], [0.006, -0.012, 0.001], [0.003, -0.017, -0.020], [0.008, -0.007, -0.020], [-0.012, 0.102, -0.101], [-0.008, 0.022, -0.096], [-0.065, 0.176, -0.063], [-0.035, 0.059, -0.024], [0.019, 0.006, -0.012], [0.003, 0.002, 0.007], [-0.003, -0.004, 0.020], [0.004, 0.023, -0.019], [0.008, -0.022, -0.004], [-0.005, -0.016, 0.013], [0.004, 0.016, -0.018], [-0.002, 0.000, 0.008], [-0.017, -0.021, 0.028], [-0.002, -0.019, -0.015], [-0.045, 0.038, 0.031], [0.066, 0.083, 0.152], [0.007, -0.011, -0.004], [-0.307, 0.148, 0.391], [1.106, 0.010, -0.439], [-0.086, -0.222, 0.151], [-0.089, -0.001, 0.005], [-0.124, 0.061, 0.021], [-0.008, -0.023, -0.052], [0.026, -0.098, -0.093], [0.044, 0.068, 0.030]]}



[4]
{"formula": "C6H8N2O4", "method": "wB97M-V/def2-TZVPD", "de_lowest_kcal_mol": 87.9, "homo_lumo_gap_ev": 10.0, "max_force_ha_per_bohr": 0.1121, "total_charge": 0, "spin_multiplicity": 1, "total_energy_ha": -643.8338, "elements": ["C", "C", "C", "C", "C", "C", "N", "N", "O", "O", "O", "O", "H", "H", "H", "H", "H", "H", "H", "H"], "coordinates": [[0.350, 1.201, -0.297], [3.307, 0.097, -0.846], [-1.104, 1.640, -0.933], [-1.582, -1.285, 0.668], [0.013, -1.071, 0.601], [-1.529, 0.188, -0.957], [0.641, -0.583, 1.784], [0.225, -0.165, -0.517], [3.614, -0.140, 0.244], [1.225, 1.870, 0.176], [3.041, 0.395, -1.918], [-2.355, -0.304, -0.033], [-1.708, 2.232, -0.369], [-1.123, 2.117, -1.894], [-1.885, -2.187, 0.238], [-2.035, -1.307, 1.725], [0.394, -2.150, 0.462], [-1.634, -0.294, -2.073], [1.721, -0.573, 1.826], [0.424, 0.320, 2.111]], "forces_ev_per_a": [[-2.073, 1.701, -1.082], [0.323, 0.369, 0.995], [2.558, -1.930, -0.493], [-0.607, 0.472, 3.233], [0.117, -1.090, 0.563], [3.450, -0.734, -4.560], [2.560, -1.349, 1.539], [-4.235, -0.349, -1.082], [0.068, -0.474, 0.408], [-0.107, -0.564, -0.060], [-0.330, 0.095, -1.434], [1.451, 0.557, 0.759], [-1.517, 1.627, 2.254], [0.577, 0.015, -0.679], [0.171, -1.842, -0.781], [1.150, 0.104, -1.302], [-0.208, 1.782, -0.310], [0.040, 1.011, 2.740], [-2.471, -0.557, -0.722], [-0.917, 1.157, 0.014]]}



[5]
{"formula": "C52H38BrCoN6O2P2S", "method": "wB97M-V/def2-TZVPD", "de_lowest_kcal_mol": 56.3, "homo_lumo_gap_ev": [5.0, 5.0], "max_force_ha_per_bohr": 0.0649, "total_charge": 2, "spin_multiplicity": 1, "total_energy_ha": -7520.6722, "elements": ["Co", "S", "N", "C", "C", "C", "C", "C", "N", "C", "C", "N", "C", "C", "C", "C", "C", "N", "H", "H", "H", "H", "H", "H", "O", "C", "O", "C", "C", "C", "C", "C", "C", "C", "C", "C", "N", "H", "H", "H", "H", "H", "H", "Br", "C", "C", "C", "N", "C", "C", "H", "H", "H", "H", "C", "P", "C", "C", "C", "C", "C", "C", "C", "C", "C", "C", "C", "C", "P", "C", "C", "C", "C", "C", "C", "C", "C", "C", "C", "C", "C", "H", "H", "H", "H", "H", "H", "H", "H", "H", "H", "H", "H", "H", "H", "H", "H", "H", "H", "H", "H", "H", "H"], "coordinates": [[-0.665, -0.624, 1.290], [-2.031, 6.728, 0.418], [-0.752, 5.947, 1.003], [-1.028, 4.652, 1.072], [-0.152, 3.622, 1.537], [1.139, 3.855, 2.022], [1.902, 2.779, 2.425], [1.360, 1.501, 2.339], [0.137, 1.260, 1.889], [-0.628, 2.297, 1.493], [-1.968, 1.999, 1.035], [-2.335, 0.705, 1.032], [-3.565, 0.381, 0.685], [-4.503, 1.323, 0.263], [-4.138, 2.649, 0.201], [-2.849, 3.015, 0.610], [-2.349, 4.357, 0.613], [-2.989, 5.451, 0.224], [1.506, 4.867, 2.069], [2.902, 2.913, 2.811], [1.931, 0.634, 2.641], [-3.822, -0.669, 0.716], [-5.485, 0.993, -0.031], [-4.817, 3.405, -0.161], [-3.327, -3.597, 1.039], [-2.465, -2.852, 1.438], [-1.507, -2.333, 0.792], [-2.491, -2.389, 2.911], [-3.247, -3.111, 3.843], [-3.353, -2.601, 5.110], [-2.744, -1.368, 5.419], [-2.933, -0.715, 6.655], [-2.387, 0.517, 6.884], [-1.573, 1.120, 5.912], [-1.351, 0.503, 4.711], [-1.954, -0.734, 4.414], [-1.835, -1.287, 3.181], [-3.733, -4.020, 3.528], [-3.928, -3.115, 5.865], [-3.543, -1.197, 7.403], [-2.593, 1.039, 7.804], [-1.130, 2.084, 6.111], [-0.740, 0.965, 3.955], [3.062, -5.864, 3.031], [2.230, -4.241, 2.544], [1.948, -3.962, 1.210], [1.370, -2.750, 0.900], [1.052, -1.826, 1.810], [1.326, -2.100, 3.090], [1.914, -3.282, 3.501], [2.180, -4.674, 0.434], [1.148, -2.504, -0.132], [1.075, -1.341, 3.819], [2.131, -3.450, 4.542], [0.518, -1.108, -2.686], [-0.364, -0.364, -1.202], [-2.024, -0.709, -1.883], [-2.306, -2.076, -1.984], [-3.511, -2.510, -2.495], [-4.447, -1.585, -2.935], [-4.183, -0.231, -2.819], [-2.989, 0.212, -2.268], [0.220, 1.351, -1.508], [-0.291, 2.308, -2.378], [0.365, 3.521, -2.521], [1.535, 3.785, -1.829], [2.057, 2.827, -0.975], [1.403, 1.623, -0.822], [2.179, -1.940, -2.617], [2.649, -1.894, -4.374], [4.016, -1.933, -4.674], [4.445, -1.745, -5.972], [3.518, -1.545, -6.986], [2.160, -1.586, -6.704], [1.721, -1.786, -5.409], [3.384, -0.733, -1.956], [4.109, -1.048, -0.814], [5.117, -0.204, -0.385], [5.410, 0.945, -1.102], [4.669, 1.271, -2.229], [3.655, 0.438, -2.659], [0.575, -0.302, -3.427], [-0.147, -1.890, -3.064], [-1.580, -2.799, -1.635], [-3.720, -3.566, -2.553], [-5.377, -1.923, -3.363], [-4.909, 0.493, -3.155], [-2.823, 1.271, -2.147], [-1.186, 2.130, -2.954], [-0.039, 4.263, -3.191], [2.042, 4.729, -1.959], [2.968, 3.014, -0.429], [1.807, 0.864, -0.162], [4.735, -2.089, -3.883], [5.501, -1.761, -6.196], [3.851, -1.385, -7.999], [1.438, -1.463, -7.496], [0.661, -1.837, -5.213], [3.890, -1.961, -0.278], [5.694, -0.458, 0.491], [6.228, 1.580, -0.797], [4.893, 2.165, -2.790], [3.076, 0.689, -3.537]], "forces_ev_per_a": [[-1.077, -0.712, 1.125], [0.166, -1.083, 0.179], [0.659, 0.080, 0.245], [-0.932, 0.829, -0.459], [0.313, -0.792, 0.299], [-0.181, -0.276, -0.028], [-0.206, 0.077, 0.110], [0.225, -0.217, 0.098], [-0.422, -0.997, -0.852], [0.340, 0.624, 0.075], [-0.420, 0.510, -0.306], [1.260, -0.931, -0.111], [-0.338, -0.342, -0.050], [0.172, 0.208, 0.229], [0.135, -0.217, 0.097], [0.036, -0.852, 0.082], [0.675, 1.162, 0.117], [-0.713, -0.238, -0.217], [0.089, 0.138, -0.006], [0.028, -0.032, 0.011], [0.084, -0.011, -0.045], [0.028, -0.098, -0.086], [-0.101, -0.048, -0.006], [-0.074, 0.116, 0.015], [0.362, -0.054, -0.290], [-1.335, -0.106, 2.277], [2.098, 1.997, -1.654], [-0.162, -0.495, -0.785], [0.028, 0.360, 0.358], [-0.019, -0.164, -0.284], [0.267, 0.184, -0.395], [0.076, 0.165, -0.003], [-0.153, -0.184, 0.109], [0.064, -0.074, -0.240], [0.032, 0.067, -0.014], [-0.237, 0.161, 0.759], [0.854, 0.281, -1.062], [-0.043, -0.049, -0.057], [-0.072, -0.046, 0.111], [-0.094, -0.040, 0.106], [0.048, -0.002, 0.162], [0.039, 0.075, 0.021], [0.028, 0.073, 0.021], [-0.289, 0.458, -0.110], [0.089, -0.078, -0.078], [0.202, -0.045, 0.229], [-0.062, -0.079, -0.495], [-1.385, 0.497, -0.407], [0.043, 0.058, 0.378], [0.113, 0.043, -0.143], [0.008, 0.017, -0.127], [0.018, -0.192, 0.103], [-0.130, -0.007, 0.039], [-0.008, 0.030, 0.145], [0.648, -0.525, 0.262], [-0.334, 0.892, -0.979], [-0.019, -0.061, 0.535], [0.032, 0.051, 0.027], [0.009, -0.020, -0.027], [0.031, 0.047, 0.028], [-0.059, 0.062, -0.007], [0.211, 0.042, -0.070], [0.001, -0.239, 0.719], [-0.221, -0.071, -0.002], [-0.052, 0.048, -0.104], [0.029, -0.031, 0.114], [0.039, 0.127, -0.019], [-0.192, -0.150, 0.061], [0.196, -0.931, 0.728], [-0.061, 0.051, -0.103], [-0.357, 0.044, 0.096], [-0.030, -0.134, -0.133], [-0.166, -0.038, 0.019], [0.218, -0.085, -0.301], [0.232, 0.147, 0.370], [-0.556, 0.089, -0.388], [-0.231, 0.033, -0.111], [0.158, 0.096, 0.162], [0.013, 0.020, 0.033], [-0.010, 0.072, -0.229], [0.201, 0.016, 0.334], [-0.369, 0.128, 0.274], [0.151, 0.208, 0.052], [-0.068, -0.071, -0.049], [-0.014, -0.107, 0.006], [-0.105, -0.007, -0.037], [-0.093, 0.071, -0.038], [0.016, 0.079, -0.015], [-0.009, -0.055, -0.048], [-0.059, 0.076, -0.112], [0.032, 0.118, -0.022], [0.131, 0.010, -0.015], [0.173, 0.030, -0.030], [0.098, 0.074, 0.043], [0.087, 0.013, -0.027], [0.043, 0.034, -0.112], [-0.052, -0.015, -0.116], [-0.129, 0.073, 0.008], [0.051, -0.137, 0.031], [0.094, -0.021, 0.082], [0.067, 0.068, 0.070], [0.069, 0.120, -0.010], [0.029, 0.008, -0.139]]}